(1)
This record from the Open Molecules 2025 dataset describes C20H36AlBFN7O17PS as an isolated structure in a non-equilibrium geometry. The level of theory is wB97M-V/def2-TZVPD.

Structure (XYZ):
```
85
Properties=species:S:1:pos:R:3:forces:R:3:lowdin_charge:R:1
N 3.57821 -1.67141 2.02079 -0.9 0.9 -0.7 0.02
C 2.10021 -1.55630 1.82328 0.9 -0.1 -0.9 -0.24
C 1.83513 -0.77795 0.47132 -0.5 0.1 0.7 -0.16
C 0.43276 -0.08815 0.42758 0.9 -0.2 0.1 -0.16
N -0.70545 -1.04293 0.25010 0.0 0.1 -1.1 0.08
C -1.61391 -0.70912 -0.77163 -0.2 0.1 1.2 -0.33
N -2.80105 -0.03927 -0.41161 -0.2 -0.5 1.5 -0.04
C -2.64964 0.66339 0.88336 1.1 1.1 0.5 -0.07
C -3.87148 1.53834 1.25944 0.8 1.1 -1.2 -0.49
O -4.81432 1.10273 1.79914 -1.5 -1.4 1.3 0.16
O -3.85870 2.88493 1.00871 0.8 -0.7 -0.7 0.11
C -3.90804 -1.03720 -0.21456 -0.5 -1.3 -2.2 -0.03
C -5.16000 -0.56312 -1.01339 0.4 -2.2 0.6 -0.48
O -5.37222 0.54049 -1.24150 -0.4 3.5 -0.5 0.19
F -6.03117 -1.48531 -1.50898 1.0 -0.5 0.8 0.10
N -1.45109 -0.98954 -2.02484 1.0 0.8 -1.0 -0.08
C -0.27953 -1.72706 -2.52176 0.8 -0.3 0.0 -0.04
B -0.34800 -3.30951 -2.30784 -0.4 -1.2 -0.2 -0.61
O -1.46620 -3.98582 -1.84745 1.2 1.3 0.4 0.17
O 0.82003 -4.09571 -2.55468 -0.7 1.3 1.0 0.00
P -2.73205 -0.47841 -3.21140 -3.6 -0.4 -1.2 0.96
N -2.82498 1.24548 -3.10531 1.8 -1.5 -0.1 -0.11
O -2.21461 -0.80282 -4.76562 1.5 0.7 2.0 -0.26
H 3.86205 -0.72812 2.30750 0.3 -0.5 0.1 0.08
H 3.98314 -1.78489 1.06651 0.1 -0.1 0.7 0.04
H 1.64732 -0.99804 2.67002 0.2 -0.6 -0.5 0.10
H 1.73868 -2.60789 1.75864 -0.3 0.8 0.2 0.10
H 2.04194 -1.47406 -0.37005 -0.2 0.5 0.3 0.06
H 2.59256 0.03685 0.39291 -0.5 -0.5 0.1 0.13
H 0.42770 0.63814 -0.41534 -0.1 -0.2 0.5 0.13
H 0.29032 0.43381 1.39909 0.1 -0.2 -1.1 0.07
H -0.39449 -2.00956 0.19715 -0.1 0.2 0.0 0.10
H -2.48325 -0.06516 1.71030 -0.2 0.5 -0.5 0.14
H -1.75748 1.32998 0.86906 -0.6 -0.5 -0.2 0.12
H -3.32719 3.06324 0.21270 0.0 0.1 0.4 0.12
H -3.57439 -1.96454 -0.73987 -0.4 0.3 0.8 0.13
H -4.14858 -1.21563 0.84885 0.2 0.1 -0.5 0.15
H -0.08650 -1.55200 -3.60439 -0.4 0.2 0.7 0.12
H 0.61931 -1.32114 -2.00192 -0.5 -0.3 -0.4 0.12
H -1.12117 -4.56369 -1.13918 -0.6 -0.4 -0.5 0.13
H 1.47383 -3.72015 -1.88930 -1.8 0.3 -1.3 -0.17
H -1.85081 1.55735 -3.17157 -0.4 0.8 -0.1 -0.01
H -3.32009 1.52735 -3.95644 0.1 0.1 0.3 0.07
H -1.38886 -0.27912 -4.88524 -0.3 -0.1 -0.6 0.03
C 0.88484 2.90023 5.87477 0.0 0.1 -0.2 0.05
C 0.56485 2.98097 4.58401 0.1 0.1 0.1 0.04
C 0.18824 1.77637 3.81413 -0.2 0.0 0.0 -0.35
O -0.10750 1.83645 2.63224 0.0 0.4 0.4 0.06
C 0.17844 0.47984 4.52535 0.0 -0.1 0.0 0.03
C 0.49828 0.39543 5.81436 0.0 -0.2 -0.2 0.02
C 0.87492 1.60040 6.59128 0.2 0.1 0.3 -0.37
O 1.16231 1.52470 7.76552 -0.1 0.0 -0.2 0.14
H 1.16315 3.76936 6.45708 0.0 0.0 0.0 0.13
H 0.56444 3.91989 4.04486 0.0 0.0 0.0 0.13
H -0.10260 -0.38975 3.94201 0.0 -0.1 0.0 0.10
H 0.49703 -0.54489 6.34978 0.0 0.0 0.0 0.13
C 5.37223 -3.04135 -1.30449 1.7 1.2 0.1 -0.43
O 4.74634 -1.92428 -1.01717 -1.2 -0.7 0.1 -0.25
H 6.08653 -3.45637 -0.56634 -0.3 0.0 0.3 0.10
H 4.66235 -3.92644 -1.44879 0.9 -1.4 -0.5 -0.15
H 5.95348 -3.08486 -2.24651 -0.4 0.1 -0.3 0.10
N -1.79653 -3.40143 2.52009 -0.1 -0.3 -0.2 -0.58
O -1.79046 -2.45639 3.31835 0.1 0.1 0.0 0.11
O -2.64604 -4.27707 2.60960 0.1 0.3 0.0 0.15
O -0.93561 -3.45285 1.62611 0.1 -0.2 0.2 0.04
C 3.08015 2.78419 -4.51376 0.0 -0.1 -0.2 -0.21
C 2.47097 3.52450 -5.70909 0.1 0.1 0.1 -0.20
C 1.03174 3.02382 -5.87452 0.2 0.0 -0.4 -0.21
S 0.48889 2.51961 -4.24352 0.7 0.7 -0.3 0.69
O 0.26477 1.07887 -4.24975 -0.5 0.0 0.2 -0.36
O -0.51320 3.43779 -3.76420 -0.4 -0.6 0.1 -0.31
C 2.03188 2.84996 -3.40812 0.4 -0.1 0.1 -0.22
H 4.02213 3.23095 -4.19780 0.0 0.0 0.0 0.12
H 3.27407 1.74269 -4.78415 0.0 0.0 0.1 0.12
H 2.46591 4.59833 -5.50807 0.0 0.0 0.0 0.12
H 3.04853 3.36536 -6.61907 -0.1 0.0 0.0 0.12
H 0.37128 3.80517 -6.24572 -0.1 -0.1 0.1 0.11
H 0.98294 2.15428 -6.52978 -0.1 0.0 0.1 0.11
H 2.19127 2.11614 -2.61929 -0.1 0.0 0.0 0.10
H 1.96961 3.85201 -2.98251 -0.1 0.0 0.0 0.12
Al 3.05189 -4.22707 -1.33712 1.4 0.1 1.2 1.22
N -2.03533 0.25099 8.25425 -0.1 0.2 0.5 -0.56
O -1.97993 0.00504 7.04599 0.0 -0.1 0.1 0.19
O -2.12161 -0.66830 9.05558 0.0 0.1 -0.4 0.23
O -2.00263 1.40930 8.64193 0.0 -0.2 -0.3 0.22
```
Forces are in eV/Å.

## Properties
DFT total energy ... -3551.9349 Eh
F_max ... 3.781 eV Å⁻¹
Charge ... +1
LUMO ... -9.556 eV
Kohn-Sham gap ... 1.65 eV

***

(2)
This record from the Open Molecules 2025 dataset describes an isolated ion of composition C23H26N3O and charge +1 in a non-equilibrium geometry. The level of theory is wB97M-V/def2-TZVPD.

Structure (XYZ):
```
53
Properties=species:S:1:pos:R:3:forces:R:3:lowdin_charge:R:1
C -0.53781 -2.00766 -5.78803 -0.3 0.3 0.2 -0.06
N 0.17459 -2.15722 -4.51449 0.8 -0.1 -1.0 -0.23
C 0.19494 -3.56986 -4.13519 0.0 0.1 0.4 -0.06
C 0.16865 -1.17827 -3.50904 -0.4 -0.1 1.0 -0.20
C -0.99996 -0.82323 -2.80559 0.5 0.1 0.0 0.06
C -0.93197 -0.06240 -1.64855 0.0 0.0 0.1 0.00
N 0.25578 0.38264 -1.12746 -0.3 0.4 -0.5 0.04
C 0.38284 1.16251 0.20363 -0.1 0.3 -1.1 -0.11
C -0.60639 2.33627 0.13112 -1.8 1.3 -1.0 -0.29
C -0.34665 3.64388 0.81399 0.0 0.1 0.0 -0.17
C -1.41531 4.26363 1.50240 0.5 -0.5 0.1 0.00
C -1.15035 5.40275 2.26525 -0.1 -0.3 -0.5 -0.05
C 0.12084 5.99087 2.21851 -0.3 -0.5 -0.2 -0.06
C 1.12674 5.45161 1.41357 -0.1 0.1 -0.2 -0.06
C 0.88941 4.28971 0.68558 -0.3 -0.6 0.4 -0.03
O -1.67387 2.21386 -0.46278 1.1 -0.2 0.8 0.09
C 1.33089 0.28103 -1.95298 0.4 0.0 0.8 0.00
C 1.34581 -0.53323 -3.06212 -0.2 -0.4 -0.5 0.06
H -0.43097 -0.99905 -6.20373 0.0 -0.2 0.2 0.09
H -0.10203 -2.73268 -6.49396 -0.1 0.4 0.2 0.09
H -1.61129 -2.25461 -5.69483 0.2 0.1 -0.1 0.09
H 0.82520 -3.71852 -3.25225 -0.1 -0.1 -0.2 0.09
H -0.82577 -3.94393 -3.92897 0.3 0.0 0.1 0.09
H 0.59432 -4.14887 -4.98121 0.0 0.2 0.4 0.09
H -1.96847 -1.18615 -3.13960 0.1 0.1 0.1 0.14
H -1.84746 0.30217 -1.20377 0.3 -0.4 0.5 0.13
H 1.41773 1.55973 0.27652 -0.5 -0.5 -0.3 0.15
H -2.41064 3.79898 1.44461 0.6 0.3 0.3 0.13
H -1.95872 5.81354 2.87060 0.3 0.1 -0.2 0.11
H 0.30144 6.88410 2.79385 0.1 0.1 0.1 0.11
H 2.09742 5.93127 1.34402 -0.2 0.1 0.0 0.11
H 1.62129 3.84626 0.00121 0.0 0.3 0.5 0.12
H 2.18179 0.90579 -1.67482 0.0 -0.6 0.1 0.15
H 2.27576 -0.69054 -3.60451 -0.2 0.2 0.1 0.14
C 1.80600 -0.13398 3.12964 -0.2 -0.2 -0.1 -0.07
N 0.85028 -0.59464 2.10007 0.0 0.5 -0.2 -0.13
C 0.17839 -1.78934 2.44915 -0.6 -0.8 0.0 -0.24
C -0.65130 -2.40736 1.48611 0.4 -0.2 0.5 -0.04
C -1.23183 -3.64779 1.74563 0.1 0.1 0.6 -0.08
C -1.06934 -4.26870 2.99833 0.0 0.4 0.0 -0.09
C -0.31455 -3.62508 3.98771 -0.2 0.0 -0.8 -0.07
C 0.31697 -2.40626 3.71081 -0.1 -0.1 -0.2 -0.03
C -0.01687 0.45209 1.50007 -0.1 -0.4 1.5 -0.10
H 2.32887 -1.00279 3.56015 -0.1 0.4 -0.5 0.09
H 2.57035 0.52081 2.71317 -0.2 0.1 -0.2 0.08
H 1.30471 0.37432 3.96558 0.0 0.1 -0.1 0.10
H -0.77923 -1.92659 0.51658 0.0 -0.2 0.1 0.09
H -1.81510 -4.13880 0.97326 0.0 0.1 0.1 0.10
H -1.55309 -5.22559 3.21060 0.2 0.3 -0.1 0.11
H -0.20921 -4.07118 4.97466 0.0 0.1 -0.2 0.11
H 0.92292 -1.95915 4.49860 -0.3 -0.1 -0.3 0.10
H -1.07879 0.12294 1.44974 0.8 -0.1 -0.2 0.15
H -0.04695 1.27269 2.24918 0.0 -0.1 -0.4 0.14
```
Forces are in eV/Å.

## Properties
DFT total energy ... -1131.2540 Eh
F_max ... 2.431 eV Å⁻¹
SMILES ... CN(C)c1cc[n+]([C@H](CN(C)c2ccccc2)C(=O)c2ccccc2)cc1
Charge ... +1
LUMO ... -3.969 eV
Kohn-Sham gap ... 6.63 eV
ΔE to the lowest compared entry with this formula, charge and spin ... 1.3202 eV

***

(3)
This record from the Open Molecules 2025 dataset describes a single C4H7NO2 molecule. The level of theory is wB97M-V/def2-TZVPD.

Structure (XYZ):
```
14
Properties=species:S:1:pos:R:3:forces:R:3:lowdin_charge:R:1
C -1.61471 -1.32798 -0.29367 0.0 0.0 0.0 -0.02
C -0.62105 -0.34735 0.16111 0.1 0.0 0.0 -0.19
N -0.63343 0.77927 1.07860 0.1 -0.2 0.0 -0.02
O -1.26925 1.89413 0.35721 -0.1 0.4 0.1 -0.09
C 0.48797 0.28928 0.27454 -0.1 -0.2 0.0 -0.11
C 1.95192 0.43369 0.08772 -0.1 0.2 0.3 -0.20
O 2.43880 -0.58081 -0.76289 0.0 0.0 -0.3 -0.05
H -2.40930 -0.80327 -0.83317 0.1 -0.1 0.1 0.09
H -1.16767 -2.07963 -0.94822 -0.1 0.1 0.1 0.08
H -2.06172 -1.81999 0.57591 0.0 0.0 -0.1 0.09
H -1.67597 2.37791 1.08973 0.1 0.0 -0.2 0.07
H 1.91641 -0.54923 -1.57459 0.2 0.0 0.1 0.09
H 2.21640 1.43949 -0.26954 -0.1 -0.1 0.0 0.13
H 2.44162 0.29449 1.05728 0.0 0.0 -0.1 0.13
```
Forces are in eV/Å.

## Properties
DFT total energy ... -361.6940 Eh
F_max ... 0.379 eV Å⁻¹
SMILES ... CC1=C(CO)N1O
LUMO ... 0.825 eV
Kohn-Sham gap ... 9.61 eV
ΔE to the lowest compared entry with this formula, charge and spin ... 5.0835 eV

***

(4)
This record from the Open Molecules 2025 dataset describes a single C2H3NO2 molecule in a non-equilibrium geometry. The level of theory is wB97M-V/def2-TZVPD.

Structure (XYZ):
```
8
Properties=species:S:1:pos:R:3:forces:R:3:lowdin_charge:R:1
C 0.40014 -0.08586 -0.80269 0.9 -0.1 -0.2 -0.21
C -0.40157 -0.13759 0.23678 1.3 1.1 0.1 0.08
N 0.32251 -0.85595 -1.94697 -2.7 -1.5 0.0 0.07
O 2.47127 -1.37199 -1.99779 1.2 0.0 1.0 -0.03
O 1.28094 -1.55796 -2.39562 -0.5 0.9 -0.7 -0.10
H 1.15753 0.58311 -0.75908 2.7 2.1 -0.1 0.07
H -1.06107 -0.89582 0.15663 -2.7 -2.2 0.6 0.03
H -0.23775 0.46633 1.13508 -0.2 -0.3 -0.6 0.09
```
Forces are in eV/Å.

## Properties
DFT total energy ... -282.9791 Eh
F_max ... 3.552 eV Å⁻¹
LUMO (spin up / spin down) ... -1.212 / -1.175 eV
Kohn-Sham gap (spin up / spin down) ... 9.37 / 8.82 eV
ΔE to the lowest compared entry with this formula, charge and spin ... 7.5889 eV